Entry 1:
Computed, not measured: a single C23H27ClN6OS molecule at a distorted geometry, with the ωB97M-V functional and the def2-TZVPD basis.

LUMO = 0.0011 hartree
SMILES = [H]/N=c1/c2c(C)[nH]nc2nc(SCC(=O)NCCC2=CCCCC2)n1-c1cc(Cl)ccc1C
E_HOMO = -8.532 eV
Gap between HOMO and LUMO = 8.561 eV
DFT total energy = -58615.02807 eV

Structure (XYZ):
```
59
Properties=species:S:1:pos:R:3:forces:R:3:mulliken_charge:R:1
H 2.88036 -2.52682 0.35586 1.2207 0.3048 0.6659 0.28
N 2.08460 -2.77611 -0.17914 -3.6328 4.9496 -1.8280 -0.81
C 1.49996 -1.61872 -0.66459 0.9410 -2.7706 -3.4253 0.71
C 0.33354 -1.61861 -1.66454 4.2591 6.9332 4.1746 0.83
C -0.57910 -2.48370 -1.79241 -4.0699 -5.3970 -3.0540 -0.10
C -0.53889 -3.90016 -1.53915 -3.3280 -0.1737 6.9136 -1.66
N -1.52959 -2.12169 -2.66034 6.3740 8.3575 0.6181 -0.09
N -1.41442 -0.53788 -2.84721 3.4612 -1.2620 2.1377 -0.95
C -0.21688 -0.21257 -2.11575 -7.4220 -14.4754 -3.2349 0.40
N 0.51426 0.74456 -2.05039 -3.9313 8.7057 -5.0103 0.21
C 1.50981 0.81064 -1.44932 8.7973 1.4412 6.3740 0.32
S 2.34230 2.36346 -0.98131 -0.6637 0.0518 -1.8928 -0.02
C 1.02569 3.58118 -1.83754 0.8337 -1.8303 9.8567 -1.01
C -0.11006 3.30405 -0.68878 -1.4433 -2.5404 4.7273 0.36
O -0.08616 3.06855 0.65986 1.4454 2.3069 -6.0648 -0.68
N -1.29140 2.97567 -1.21521 0.8024 1.3270 -6.4250 -0.08
C -2.56758 2.89566 -0.65001 0.3031 -6.0505 -0.4918 -1.24
C -3.19928 1.26883 -0.91919 -3.9193 7.0137 6.6337 -2.22
C -3.16192 0.38110 0.27303 11.0177 8.3839 -5.3486 0.13
C -4.17440 0.02370 0.73676 -14.6093 -8.5382 3.4562 0.50
C -4.21219 -1.17174 1.64361 -0.4930 -0.1335 7.5034 -0.76
C -2.93885 -1.15295 2.87723 -1.0841 -0.1555 -16.2055 -2.16
C -1.76947 -1.06565 1.67286 -0.9827 -2.4213 1.8215 -0.50
C -1.89856 0.34010 0.99074 -0.1065 -4.5207 3.1961 0.97
N 2.12160 -0.26882 -0.87246 1.2433 -3.5603 5.2886 0.47
C 3.24482 -0.21510 0.17345 2.8858 0.1127 -8.0475 -1.15
C 4.50064 -0.44436 -0.54271 2.2374 -1.1557 -4.1334 0.11
C 5.74529 -0.34312 -0.02339 -1.9106 2.7995 6.7365 0.00
Cl 7.31139 -0.58026 -0.51223 1.1722 -0.5927 -1.6081 -0.21
C 5.72349 0.25630 1.41003 4.1664 -1.0198 -0.2996 -0.25
C 4.59956 0.63472 1.99296 -1.9649 0.3441 4.0443 -0.82
C 3.40357 0.34999 1.32512 -5.6436 1.8948 5.3747 0.96
C 1.97626 0.62988 2.04809 -1.3577 0.1959 -4.3650 -0.73
H -0.62515 -4.57979 -2.25273 0.8547 -2.4817 -3.8164 0.52
H -1.60960 -4.25178 -1.03335 1.9906 1.3052 -0.8115 0.26
H 0.09442 -4.13022 -0.68709 0.6386 -0.3034 -0.5921 0.29
H -2.40165 -2.22645 -2.86935 -6.4263 -2.1082 -0.8297 0.18
H 1.48880 4.44251 -1.43907 0.4487 1.6208 -1.3845 0.53
H 0.78947 3.07317 -2.64503 -1.0039 -1.0911 -4.6190 0.56
H -1.30663 2.91812 -2.33631 0.1072 0.3160 3.3998 0.34
H -2.41250 2.88343 0.33942 0.3112 0.3677 3.8221 0.70
H -3.24881 3.60519 -0.89308 -1.8456 2.1574 -1.3180 0.48
H -2.74884 1.01577 -1.67667 5.0360 -3.2440 -7.5622 0.96
H -4.18696 1.55735 -1.26776 -0.5544 -0.6502 0.3414 0.39
H -5.14212 0.09054 0.11375 1.3026 0.2956 1.0626 0.25
H -4.32587 -2.28284 1.43093 0.4983 1.6927 -1.0519 0.34
H -4.95398 -1.11601 2.51350 -0.3633 0.4353 -1.7960 0.31
H -2.98377 -2.00330 3.16646 -0.2448 -9.9486 4.8313 0.81
H -2.75657 -0.36289 3.25195 1.2376 9.9467 6.1407 0.92
H -1.90373 -1.98337 0.97883 -0.0197 1.6592 0.7071 0.02
H -0.86485 -1.34653 2.23752 0.4567 0.9577 -0.6565 0.36
H -1.46487 0.95520 1.73935 -0.9782 1.8167 0.6357 0.58
H -1.15797 0.29486 0.35675 4.0407 0.1963 -3.9431 -0.75
H 4.77733 -0.64879 -1.71245 -2.2700 0.0732 2.4690 0.09
H 6.69743 0.36953 2.10818 -1.9770 -0.3864 -2.2835 0.21
H 4.44630 0.99047 3.24998 0.8853 -0.9383 -4.2785 0.15
H 1.21728 -0.26065 1.71966 1.8284 2.1134 1.0558 -0.10
H 1.95601 0.78158 3.08811 0.4214 -0.1426 1.3494 0.64
H 1.49843 1.62479 1.56455 1.0276 -2.1841 1.0399 0.11
```
Positions in Å, forces in eV/Å.



Entry 2:
Computed, not measured: a molecular structure, C23H27EuN2O8S at a distorted geometry, with the ωB97M-V functional and the def2-TZVPD basis.

⟨S²⟩ = 12.010
LUMO (alpha / beta) = -0.0196 / -0.0073 hartree
E_HOMO (alpha / beta) = -9.384 / -9.391 eV
Gap between HOMO and LUMO (alpha / beta) = 8.852 / 9.193 eV
Multiplicity = 7
DFT total energy = -73817.37852 eV

Structure (XYZ):
```
62
Properties=species:S:1:pos:R:3:forces:R:3:mulliken_charge:R:1
Eu -0.12663 0.65215 -0.11872 -0.6705 -1.1695 -1.0379 0.69
O 1.80349 -0.12093 -1.50923 0.1595 0.0895 0.1284 -0.06
C 2.13032 0.44619 -2.78497 -0.0440 0.0206 -0.0256 -0.74
C 0.83023 0.77401 -3.48650 0.0082 -0.0268 0.0504 -0.77
N -0.06131 1.54688 -2.61712 0.0559 0.3603 0.1848 0.52
C 0.50030 2.89313 -2.30379 0.0236 0.0384 -0.0179 -0.94
C 1.14739 2.82836 -0.91168 0.3178 0.6487 -0.2152 0.86
O 2.35219 2.71436 -0.76465 -0.0574 0.1812 -0.0654 -0.58
O 0.27174 2.73769 0.04828 0.4360 0.7031 -0.2512 -0.56
C -1.43998 1.60899 -3.12317 0.0302 0.0563 -0.0173 -0.68
C -2.49539 1.56333 -2.00512 -0.0183 0.0087 -0.0439 0.50
O -3.60959 1.98752 -2.21326 0.0247 -0.0222 -0.0434 -0.71
O -2.07246 0.99374 -0.91902 -0.9568 0.1594 -0.1706 -0.43
H 2.60486 -0.08770 -0.94242 -0.0167 -0.0275 0.0080 0.19
H 2.69676 -0.27663 -3.37686 -0.0084 0.0065 -0.0015 0.56
H 2.73892 1.33812 -2.63111 -0.0089 -0.0066 0.0092 0.39
H 0.31478 -0.15178 -3.74363 -0.0002 -0.0108 0.0115 0.16
H 1.04974 1.31244 -4.41875 0.0014 -0.0250 -0.0003 0.36
H -0.31358 3.61622 -2.26782 -0.0030 -0.0162 -0.0193 0.54
H 1.23713 3.20579 -3.04773 -0.0584 -0.0489 -0.0638 0.35
H -1.62592 0.72829 -3.74217 0.0027 -0.0012 -0.0031 0.28
H -1.61306 2.49178 -3.74360 0.0032 -0.0291 -0.0171 0.38
C -2.78967 -3.15641 2.38006 0.0065 -0.0035 -0.0008 -1.61
C -2.26080 -1.80801 1.88317 0.0352 0.0151 0.0227 0.38
C -3.23399 -0.68364 2.23449 -0.0060 0.0077 -0.0016 -1.63
C -1.96228 -1.89113 0.40018 -0.0286 -0.1742 -0.0210 0.70
C -2.97783 -1.79116 -0.55428 0.0387 0.0411 -0.0045 -0.05
C -2.71226 -1.95697 -1.89920 0.0143 0.0027 0.0226 -0.95
C -1.42027 -2.22445 -2.35546 -0.0048 0.0025 0.0070 0.98
C -1.16040 -2.47006 -3.81680 0.0060 0.0063 -0.0099 -1.73
C -0.40223 -2.32090 -1.41558 -0.0922 -0.1168 0.0779 -0.51
C -0.67187 -2.16895 -0.05171 -0.1840 -0.3991 -0.0313 -0.48
H -2.98123 -3.12028 3.45349 -0.0016 0.0017 0.0081 0.45
H -2.07817 -3.95965 2.18470 0.0041 -0.0026 -0.0047 0.39
H -3.72663 -3.40486 1.87644 -0.0012 -0.0003 0.0008 0.34
H -1.31232 -1.61068 2.39331 -0.0025 0.0148 -0.0083 0.10
H -2.93537 0.27192 1.80284 0.0052 -0.0071 0.0024 0.29
H -3.28696 -0.56453 3.31714 -0.0055 -0.0031 0.0053 0.42
H -4.24144 -0.90964 1.87998 -0.0028 0.0049 -0.0041 0.42
H -3.98763 -1.56128 -0.24171 -0.0083 0.0024 -0.0002 0.33
H -3.52156 -1.86827 -2.61500 -0.0047 0.0019 -0.0045 0.38
H -1.63526 -1.71191 -4.44249 0.0019 0.0060 -0.0018 0.35
H -1.56876 -3.43587 -4.12000 -0.0036 -0.0013 -0.0044 0.45
H -0.09242 -2.48237 -4.03521 0.0004 -0.0015 -0.0002 0.37
H 0.60187 -2.57503 -1.73217 0.0164 0.0734 -0.0026 0.20
H 0.11695 -2.35423 0.66982 0.0258 0.1340 -0.0061 0.69
O 3.29678 -1.78932 2.13097 0.0208 0.0181 -0.0176 -0.71
S 3.05335 -0.46448 1.64472 -0.0379 -0.1336 0.0504 1.24
O 3.77563 -0.04531 0.46503 -0.0347 0.0065 -0.0071 -0.88
N 1.45474 -0.21828 1.39270 0.6060 -0.1140 0.9127 -0.06
C 0.92635 0.63156 2.29959 0.1706 -0.2046 0.3516 1.05
O -0.27800 0.95780 2.23273 0.2822 -0.1301 0.2680 -0.69
C 1.92410 1.16884 3.26216 -0.0824 0.0600 0.0075 -0.09
C 1.71831 2.05549 4.30227 0.0069 0.0033 -0.0278 -0.44
C 2.82345 2.44059 5.04996 -0.0143 0.0058 0.0034 -0.67
C 4.09289 1.95117 4.75569 0.0263 -0.0083 -0.0076 -0.46
C 4.29768 1.05901 3.70874 -0.0159 0.0234 -0.0074 -0.74
C 3.18926 0.69062 2.97707 0.0425 -0.0140 0.0247 0.01
H 0.72662 2.43510 4.50729 0.0000 -0.0009 0.0054 0.53
H 2.69989 3.13444 5.87052 -0.0003 0.0017 -0.0001 0.41
H 4.93738 2.27146 5.35126 -0.0022 0.0019 0.0028 0.41
H 5.28213 0.67771 3.47636 0.0033 -0.0091 0.0009 0.49
```
Positions in Å, forces in eV/Å.